Record 1
C52H42GeIO5PPtS2 | ωB97M-V with the def2-TZVPD basis set

```
! RIJCOSX wB97M-V def2-TZVPD def2/J DEFGRID3
* xyz -2 1
C 0.1145 -3.5675 -6.0157
H 3.1442 -6.8024 -0.2268
I 1.0138 -3.6955 -7.9232
H -1.2973 -5.1359 -6.4453
C -3.5814 3.8201 0.4671
C -0.9153 5.3255 4.8065
H -4.7366 -1.2519 -2.6451
C 5.8408 -5.2106 -1.5274
H 5.8103 -3.1821 -2.2424
C 0.9755 0.2185 3.1116
C -3.6550 2.5252 -0.0320
H 1.4230 -1.9950 -5.3349
C -3.0691 0.7306 -3.2187
C -4.8479 -1.2504 -1.5692
C 2.3660 0.3193 -0.0010
C -0.0577 -2.5292 -3.8745
O -1.1602 -3.0329 -1.1867
H 3.1112 3.8559 4.7219
H -3.2970 -0.1135 1.2196
C 3.7505 -6.0133 -0.6617
C -5.8775 -1.9637 -0.9714
H -2.3860 5.5909 0.6496
Ge 1.7859 1.9378 2.7170
H -0.4891 0.3274 1.5338
H -4.5527 1.9372 0.1178
H 5.5363 -7.2010 -0.7598
H 0.2834 -1.7960 -3.1554
C -0.9488 -4.4081 -5.7241
O -3.0884 -3.4113 -2.2618
C 6.0334 2.1460 4.8566
H -3.8380 1.5800 -6.9086
H -0.5819 2.2876 -1.4314
C -2.5737 1.9781 -0.7146
H -0.3790 6.5750 3.1447
S 3.1668 -2.2135 -1.8705
C -1.5636 -4.2906 -4.4836
H 2.6787 2.1323 -1.1140
C -4.0904 1.6233 -3.5315
H 3.8756 1.8254 0.1728
C -1.1271 -3.3543 -3.5517
H -1.5142 6.0873 5.2928
H 1.6433 -2.5771 4.9188
C -1.4237 2.7442 -0.9152
C -0.4162 -1.6272 2.4057
H -5.1493 -1.3656 2.2836
H -6.8072 -2.5378 0.8729
H 4.2205 0.2511 2.6911
H 0.0962 2.1189 5.2173
C 0.4939 4.6176 2.9862
C -3.9362 -0.5577 -0.7804
C -3.6220 1.3391 -5.8743
C -5.9983 -1.9844 0.4090
C -2.3184 0.1554 -4.2380
O 2.7756 -0.3089 0.9823
H 2.4713 3.6120 0.9984
C -5.0688 -1.3229 1.2039
H -1.2172 -2.0169 1.7953
S 1.4723 -4.5349 -0.4292
C 2.8176 1.7767 -0.0902
C -0.2748 5.5987 3.6051
C 0.5766 -2.6306 -5.1097
H -1.2856 3.8436 6.3141
H -2.4011 -4.9268 -4.2269
C 5.0851 -6.2359 -0.9626
H 5.3374 3.9475 5.7922
C 2.0070 2.6283 0.8855
C -4.3655 1.9265 -4.8564
H -6.5777 -2.5159 -1.5853
C -0.7816 4.0679 5.3808
C -0.0324 -0.2974 2.2957
H 6.4512 0.3317 3.7838
H 0.9738 4.8493 2.0426
H 2.3507 -0.2282 4.7021
H -4.6678 2.0844 -2.7369
C 5.0943 3.1352 5.1166
C 5.7208 1.1053 3.9891
C 0.6551 3.3517 3.5528
C 3.8946 -3.7561 -1.4839
H 1.0011 2.7777 0.4943
C 0.1854 -2.4446 3.3524
C 3.8438 3.0830 4.5094
H 7.0093 2.1866 5.3268
H 6.8891 -5.3623 -1.7616
C 3.1441 -4.7726 -0.8924
C 5.2392 -3.9896 -1.7937
H -4.4173 4.2360 1.0174
C -0.0044 3.0986 4.7588
H -1.5227 -0.5292 -3.9720
H -0.0921 -3.4899 3.4077
C -4.0354 -0.6182 0.6091
C 1.5582 -0.6095 4.0674
O 1.5607 -0.0549 -0.9260
H -2.0190 -0.0043 -6.3568
C -2.4408 4.5810 0.2610
O -1.2408 -0.3254 -1.4861
C 3.5168 2.0457 3.6373
C 1.1620 -1.9342 4.1912
C -1.8469 -3.2554 -2.2106
P -2.5577 0.3487 -1.5192
Pt 1.1167 -2.2586 -0.7633
C 4.4730 1.0555 3.3798
H -5.1554 2.6275 -5.1000
C -1.3652 4.0451 -0.4356
H -0.4770 4.6446 -0.5944
C -2.6002 0.4536 -5.5656
*
```

Summary:
* molecular weight: 1236.603 g mol⁻¹
* highest occupied orbital energy: -1.363 eV
* E_LUMO: 3.5275 eV
* gap between HOMO and LUMO: 4.89 eV
* ΔE to the lowest compared entry with this formula, charge and spin: 0.0 kcal/mol

Atomic partial charges in e from the Mulliken method, atoms 1 to 99: -0.058 0.358 -0.039 0.352 -0.852 -0.496 0.293 -0.544 0.341 0.408 -0.283 0.480 -0.225 -0.768 0.392 0.086 -0.764 0.338 0.649 -0.663 -0.590 0.366 2.168 0.480 0.436 0.316 0.331 -0.567 -0.783 -0.441 0.368 0.397 0.636 0.411 -0.555 -0.646 0.361 -0.281 0.428 0.872 0.349 0.361 -0.876 -0.399 0.423 0.346 0.535 0.300 -0.379 0.492 -0.414 -0.505 -0.357 -0.609 0.521 -0.931 0.478 -0.476 -1.175 -0.611 -0.827 0.377 0.413 -0.515 0.383 -0.080 -0.683 0.387 -0.626 -0.572 0.429 0.117 0.384 0.370 -0.606 -0.800 -0.126 0.435 -0.474 -0.646 -0.346 0.343 0.313 0.276 -0.625 0.402 -0.322 0.254 0.378 -0.283 -0.470 -0.872 0.500 -0.424 -0.488 -0.439 -0.657 -0.060 1.373



Record 2
C52H43BN8O5P2S3TeTi | ωB97M-V with the def2-TZVPD basis set

```
! RIJCOSX wB97M-V def2-TZVPD def2/J DEFGRID3
* xyz 1 2
C 3.6706 -2.3551 0.9320
C -2.8251 0.5837 4.4052
H 3.9136 -2.2368 4.8073
O 2.9826 0.8927 2.7059
C 6.5195 -5.9062 -1.6086
H 7.2193 -6.7186 -1.7541
N -0.3113 2.3478 -0.5222
N -2.8953 5.5077 -1.5274
H -2.5975 -1.9750 -3.1753
H -5.9216 1.4727 0.8110
C 4.7846 -1.8090 1.5582
H -3.8244 2.8031 -3.3641
C -2.4525 -2.0684 1.5807
Te -0.8658 -1.0922 2.5949
C -3.2734 -2.9287 2.2991
H 1.7548 -1.7244 -4.1814
H -4.8396 7.7167 -0.0464
H -3.8983 -1.1307 -5.0605
H -3.2646 -0.5935 7.5182
H 4.5531 2.3127 -1.0722
H -0.1264 5.7026 4.2915
H -5.4659 -3.7287 -0.1487
H 6.4606 -2.5410 -1.2574
H -1.3368 -3.7235 -0.8801
C 2.6456 -2.8617 1.7423
N -3.0015 2.8750 0.5019
C 6.9816 -4.5983 -1.5184
P -1.5487 -0.7232 -0.7215
C 1.0770 -2.1627 -3.4603
C -0.4742 5.0383 3.5212
C -2.9884 -0.3958 6.4948
P 3.4611 -2.5280 -0.8914
C -3.7427 6.5161 -1.5881
O 0.2715 -4.0036 1.9783
H 8.0414 -4.3917 -1.5938
N -2.7243 5.2501 -0.2053
H 5.7423 -1.3269 3.4101
H -1.0778 6.3391 1.8009
B -1.9798 4.0311 0.2559
C -4.6141 -3.2733 0.3389
C 4.9465 1.3245 -2.9380
C 4.9586 0.1059 -3.6057
H -0.6660 5.0769 -2.1694
H 1.9166 -3.2491 3.7198
H 5.2683 0.0571 -4.6419
N -2.6555 1.6568 0.9986
C -3.3878 0.6418 5.7059
C -0.3088 4.1307 -1.8049
C 4.2663 -5.1204 -1.3365
C -2.9000 -0.9355 -3.1828
C 0.3609 -1.3458 -2.6042
C -2.6792 -1.8230 0.2240
Ti -0.5496 1.3898 1.2990
C -4.1573 6.9264 -0.3052
H 5.2497 2.2287 -3.4499
H 3.8970 0.2635 0.0922
H -4.7959 3.8263 -0.0379
O 1.4320 2.5652 1.6530
C 0.7035 3.3019 -2.2582
S -1.9238 -1.4377 5.6717
O 1.1501 0.3467 1.0684
C -2.5364 -0.0837 -2.1322
C 4.1874 -1.0169 -1.6066
H -3.7837 -0.0121 1.5934
H -3.0852 -3.1246 3.3474
C -3.9738 0.8877 -4.3285
H -4.5304 1.2601 -5.1784
C -3.6230 -0.4559 -4.2606
C 4.7206 -3.8085 -1.2320
H 0.4632 -0.2700 -2.6897
H -4.0099 -2.2290 -1.4168
H -3.0003 1.3335 3.6479
C -4.3319 2.9396 0.3616
H -4.0577 1.4215 6.0374
C -3.7954 0.9820 1.1835
N -0.9077 3.5483 -0.7581
H 1.3735 3.4790 -3.0802
S 1.6988 1.2342 2.2278
H 5.5959 -1.4136 0.9592
S 1.2485 -3.5632 0.9322
C 2.7243 -2.8321 3.1318
O 0.5450 1.0649 3.2039
N -1.0380 3.1797 2.4165
H 1.4859 -4.1829 -4.0569
C -0.6660 -3.2749 -1.6027
H -4.0273 6.9173 -2.5477
C -0.5177 -1.8941 -1.6692
H 4.7962 -7.1829 -1.5900
H -4.9962 -4.1971 2.2401
C -0.9503 5.3771 2.2684
C 0.9273 -3.5414 -3.3875
C -3.7829 -2.4292 -0.3795
C -4.3542 -3.5324 1.6772
H -2.5626 1.9476 -1.4645
H -3.5172 6.0130 1.6215
C -4.8827 1.7488 0.7910
C 6.0888 -3.5565 -1.3271
C 4.1790 0.2090 -0.9477
C 4.5569 1.3714 -1.6079
H 1.3059 1.3301 -1.3768
C -3.5883 1.7475 -3.3151
C 4.5777 -1.0530 -2.9483
H -0.0612 -5.1685 -2.3972
C 4.8691 -1.7617 2.9421
C 0.6715 2.2027 -1.4145
C -3.4905 6.0880 0.5467
C 3.8403 -2.2720 3.7284
H -0.2291 2.9709 4.3332
C -2.8753 1.2594 -2.2272
C -2.0168 -0.5073 4.2344
C 0.0593 -4.0945 -2.4580
H 3.2020 -5.3240 -1.2787
H 4.5903 -1.9967 -3.4828
N -1.2979 4.2566 1.6249
C -0.5340 3.6527 3.5590
C 5.1615 -6.1667 -1.5161
*
```

Summary:
* molecular weight: 1204.395 g mol⁻¹
* highest occupied orbital energy (spin up / spin down): -9.912 / -9.885 eV
* E_LUMO (spin up / spin down): -3.8681 / -3.8609 eV
* gap between HOMO and LUMO (spin up / spin down): 6.04 / 6.02 eV
* ΔE to the lowest compared entry with this formula, charge and spin: 0.5 kcal/mol

Atomic partial charges in e from the Mulliken method, atoms 1 to 99: -0.492 -0.441 0.422 -0.553 -0.534 0.386 1.598 -1.078 0.499 0.521 0.070 0.576 0.257 1.268 -0.660 0.457 0.449 0.453 0.439 0.505 0.460 0.458 0.290 0.374 0.429 0.373 -0.705 1.947 -0.776 -1.698 -0.606 1.301 -0.346 -0.513 0.418 0.605 0.419 0.691 -0.196 -0.860 -0.700 -0.727 0.636 0.573 0.433 1.034 -0.988 0.056 -0.396 -0.777 -0.799 0.129 -0.805 -1.032 0.427 0.190 0.516 -0.619 -2.016 -0.068 1.109 0.009 0.181 0.771 0.485 -0.955 0.414 -0.831 0.598 0.604 0.440 0.645 -0.133 0.439 -1.073 0.601 0.575 0.600 0.374 0.734 -0.759 -0.577 0.192 0.389 -0.591 0.498 1.214 0.432 0.407 -0.067 -0.750 -0.622 -0.945 0.329 0.601 -1.906 -0.368 -0.301 -0.469



Record 3
C52H43ClIN2O3Pt | ωB97M-V with the def2-TZVPD basis set

```
! RIJCOSX wB97M-V def2-TZVPD def2/J DEFGRID3
* xyz -1 1
H 1.1076 -2.5288 6.8483
C -4.7312 1.7133 3.1733
H -4.1021 3.4215 2.0409
H -0.5174 -4.3832 -4.3075
C 1.3034 2.5875 -2.1113
Cl 3.2749 4.6549 -5.0003
C -3.8081 2.4728 2.4716
H -1.8253 2.6153 1.7136
H -6.9121 0.3249 0.6750
N 1.7650 0.2571 0.6562
H -0.0534 -2.4195 2.7078
H 2.6309 1.1584 3.7589
H 2.0212 2.2987 -5.9123
C 0.4244 -3.8905 -4.0950
H 4.8180 0.2348 2.9762
C -2.5117 2.0102 2.2911
C 2.5929 -3.1595 -4.7997
C 0.5691 -2.6311 4.7707
C -5.0896 0.5939 -0.4092
I 0.3261 -0.1863 -5.3114
C -2.9199 0.9572 -1.6895
H -5.0559 -0.1284 4.2284
O 0.8272 -1.9449 -0.5005
H 2.9959 -4.2512 2.9354
H 4.1374 -3.8868 -1.8495
H -7.5235 2.7281 0.5930
C -3.0478 0.0263 3.5033
H -1.5384 1.5827 -3.2214
C -4.3451 0.4834 3.6855
C 2.9191 -0.2532 0.2219
H -0.1173 -3.3569 -2.0723
C 2.5189 -3.3320 1.0614
C 2.1696 4.7782 -0.6931
C 2.3326 3.4454 -4.1569
C 3.8848 -3.9521 -0.7987
H -3.9177 3.5441 -1.5447
H -5.9916 4.3267 -0.5223
C 2.7486 0.7658 2.7574
C 0.3217 1.3057 2.2614
H 1.0726 3.8154 0.9065
H -0.3643 1.0873 5.0994
C 1.8388 2.3816 -4.8495
C 1.0984 1.3908 -4.1957
H 2.4937 5.6114 -0.0832
C 3.9571 0.2486 2.3190
C 2.8284 -3.2022 -0.2886
C 0.8414 1.4010 -2.8212
C 1.3736 3.7594 -0.1372
C 0.3952 -0.6438 6.0990
H -2.6653 0.0853 0.2717
H 3.7330 -2.0714 -3.3618
H -3.0188 2.5229 -3.1819
C -2.1052 0.7810 2.8098
H 3.9365 -1.1032 -1.4342
C 2.8028 -2.5956 -3.5474
C 2.9128 -0.8692 -1.1381
C 3.2499 -4.1773 1.8842
Pt -0.3034 -0.1099 -0.3727
H 3.1050 5.4547 -2.4870
H 3.3554 -3.0682 -5.5643
H 4.9668 -0.6943 0.6642
H -2.7643 -0.9394 3.9040
O 0.2123 0.4062 -2.2983
C -0.2307 -0.5909 3.7641
H 4.8738 -5.5825 2.0065
C 1.8383 -2.6893 -2.5471
H -2.2788 -0.6009 -3.0404
H -3.9151 0.0193 -3.3806
H 2.4883 -0.1790 -1.8643
H -0.0206 1.9006 1.4140
C 1.4053 -3.8183 -5.0765
H -5.7454 2.0704 3.3033
C 4.0471 -0.2623 1.0360
H 0.8144 -3.6824 4.6756
H 5.4296 -5.3836 -0.3999
C -4.2199 1.4743 -1.0558
O -0.8115 -0.7135 1.4662
C -5.7486 3.2711 -0.4888
C -0.7140 0.1812 2.5262
C 4.6160 -4.8035 0.0202
H 0.5035 -0.1324 7.0482
C 0.7313 -1.9881 5.9884
H 1.2372 -4.2552 -6.0537
H 0.4028 1.9480 3.1408
C -4.5691 2.8226 -1.0719
C -3.2137 -0.2640 -2.5915
H 1.6911 -2.7492 1.4400
C -6.6058 2.3803 0.1348
C 0.0901 -1.9370 3.6652
C 1.6661 0.7593 1.8895
C 0.6387 -3.3289 -2.8459
C -6.2641 1.0351 0.1760
H -1.7595 2.7893 -1.9548
H -4.8396 -0.4578 -0.3489
C 2.0276 -2.1626 -1.1167
C -2.0497 0.4172 -0.5685
C 2.5075 4.6897 -2.0105
H -3.6378 -1.0970 -2.0310
C -0.0845 0.0440 4.9956
C 4.3039 -4.9183 1.3677
C -2.2668 2.0343 -2.5584
C 2.0674 3.5867 -2.7761
N 0.9615 2.7195 -0.8096
*
```

Summary:
* molecular weight: 1101.362 g mol⁻¹
* highest occupied orbital energy: -4.898 eV
* E_LUMO: 2.3595 eV
* gap between HOMO and LUMO: 7.26 eV
* ΔE to the lowest compared entry with this formula, charge and spin: 11.1 kcal/mol

Atomic partial charges in e from the Mulliken method, atoms 1 to 99: 0.384 -0.480 0.442 0.382 -0.924 -0.313 -0.582 0.131 0.358 0.596 0.350 0.516 0.463 -0.840 0.401 0.071 -0.948 -0.714 -0.199 0.027 4.252 0.393 -1.369 0.371 0.401 0.417 -0.213 0.486 -1.012 -0.486 0.507 0.125 -1.150 0.624 -0.466 0.380 0.368 -0.322 -1.802 0.277 0.346 -0.234 0.346 0.415 -1.293 -0.451 -0.087 -0.188 -0.954 0.938 0.376 0.559 -0.556 0.993 0.034 -1.092 -0.557 2.611 0.427 0.376 0.529 0.483 -1.093 -0.385 0.400 -0.522 0.223 0.498 -0.262 -0.225 -0.564 0.414 -0.568 0.435 0.395 -0.342 -0.922 -0.990 2.856 -0.962 0.407 -0.511 0.364 0.821 -0.111 -1.763 -0.198 -0.287 0.184 -0.163 -0.317 -1.001 0.357 0.243 3.033 -1.488 -1.228 0.330 -0.278